<w>
Entry from the Open Molecules 2025 dataset: a single C4H7Cl molecule (ωB97M-V with the def2-TZVPD basis set).

XYZ file:
```
12
C4H7Cl | the Open Molecules 2025 dataset | ωB97M-V with the def2-TZVPD basis set
Cl -2.484 -0.028 -0.314
C -0.882 0.003 0.574
C 0.110 1.094 0.047
C 0.780 -0.016 -0.794
C 0.128 -1.032 0.169
H -1.073 0.224 1.660
H 0.682 1.378 0.969
H -0.182 2.093 -0.377
H 0.427 -0.224 -1.776
H 1.827 -0.122 -0.890
H -0.169 -1.944 -0.264
H 0.836 -1.426 0.995
```

Values from the calculation:
LUMO level (eV): 1.0
SMILES: ClC1CCC1
E_HOMO (eV): -10.34



<x>
Entry from the Open Molecules 2025 dataset: a single C4H7Cl molecule (ωB97M-V with the def2-TZVPD basis set).

XYZ file:
```
12
C4H7Cl | the Open Molecules 2025 dataset | ωB97M-V with the def2-TZVPD basis set
C -1.706 0.566 -1.020
C -0.676 0.705 -0.099
C 0.799 0.275 -0.245
C 0.953 -0.858 0.879
Cl 0.652 -0.180 2.434
H -2.653 0.650 -0.772
H -1.628 0.116 -2.095
H -1.137 0.674 1.039
H 1.552 1.128 -0.297
H 1.183 -0.048 -1.331
H 2.079 -0.954 0.739
H 0.583 -2.075 0.768
```

Values from the calculation:
LUMO level (eV): 1.0
SMILES: C=CCCCl
E_HOMO (eV): -9.36



List of relative energies, unit eV: <w> 0.000; <x> 2.149



<w>
Entry from the Open Molecules 2025 dataset: a molecular structure, C4H7Cl (ωB97M-V with the def2-TZVPD basis set).

XYZ file:
```
12
C4H7Cl | the Open Molecules 2025 dataset | ωB97M-V with the def2-TZVPD basis set
C 0.043 -1.195 0.576
C -0.567 -0.308 -0.706
C -0.793 1.031 -0.297
C -2.051 1.524 -0.842
H 0.167 -2.142 0.088
H -0.491 -1.545 1.618
H 0.411 -0.316 -1.295
H -1.260 -0.739 -1.629
H -0.188 1.485 0.739
H -2.495 2.391 -0.163
H -2.681 0.706 -1.730
Cl 1.574 -0.362 0.587
```

Values from the calculation:
LUMO level (eV): 1.0
E_HOMO (eV): -8.85



<x>
Entry from the Open Molecules 2025 dataset: a molecular structure, C4H7Cl (ωB97M-V with the def2-TZVPD basis set).

XYZ file:
```
12
C4H7Cl | the Open Molecules 2025 dataset | ωB97M-V with the def2-TZVPD basis set
C -1.249 -0.912 0.343
C -0.642 0.151 -0.614
C 0.848 0.099 -0.184
C 1.660 1.181 0.080
H -1.202 -2.124 -0.237
H -0.591 -0.919 1.585
H -2.393 -0.169 0.471
H -1.009 1.135 -0.403
H -0.837 -0.152 -1.693
H 1.366 2.243 0.120
H 2.555 1.001 0.698
Cl 1.494 -1.534 -0.165
```

Values from the calculation:
LUMO level (eV): 0.8
E_HOMO (eV): -9.39



<y>
Entry from the Open Molecules 2025 dataset: a single C4H7Cl molecule (ωB97M-V with the def2-TZVPD basis set).

XYZ file:
```
12
C4H7Cl | the Open Molecules 2025 dataset | ωB97M-V with the def2-TZVPD basis set
C -1.074 1.639 -0.124
C -1.005 0.187 0.123
C -2.139 -1.061 -0.239
C 0.306 -0.174 0.888
Cl 1.851 -0.191 -0.318
H -0.139 2.394 0.371
H -1.809 2.326 -0.728
H -1.554 -1.697 -1.072
H -2.362 -1.972 0.515
H -2.992 -0.507 -0.686
H 0.734 0.400 1.807
H 0.125 -1.237 1.305
```

Values from the calculation:
LUMO level (eV): 0.4
SMILES: C=C(C)CCl
E_HOMO (eV): -9.37



<z>
Entry from the Open Molecules 2025 dataset: a single C4H7Cl molecule (ωB97M-V with the def2-TZVPD basis set).

XYZ file:
```
12
C4H7Cl | the Open Molecules 2025 dataset | ωB97M-V with the def2-TZVPD basis set
C 1.772 -0.969 0.216
C 0.878 -0.091 -0.317
C -0.567 -0.142 -0.480
C -1.202 0.961 0.322
Cl -1.239 -1.701 -0.031
H 1.414 -1.715 0.967
H 2.840 -1.105 -0.085
H 1.273 0.858 -0.510
H -0.903 0.107 -1.532
H -1.135 0.875 1.406
H -0.868 1.950 -0.125
H -2.264 0.972 0.169
```

Values from the calculation:
LUMO level (eV): 0.9
SMILES: C=C[C@H](C)Cl
E_HOMO (eV): -9.21



List of relative energies, unit eV: <w> 3.677; <x> 2.532; <y> 2.202; <z> 0.000



<w>
Entry from the Open Molecules 2025 dataset: 2 unconnected molecules or ions with the total composition C8H14N3 (ωB97M-V with the def2-TZVPD basis set).

XYZ file:
```
25
C8H14N3 | the Open Molecules 2025 dataset | ωB97M-V with the def2-TZVPD basis set
C 2.973 0.694 0.008
C 3.031 -0.647 0.152
C 1.528 0.971 0.071
C 1.660 -1.130 0.239
C -1.616 -0.342 -0.518
C 1.128 2.325 -0.178
C 1.149 -2.512 0.251
C -3.460 0.345 0.810
N 0.808 -0.118 0.154
N -2.078 -0.120 0.671
N -2.207 -0.361 -1.670
H 3.825 1.368 0.133
H 4.016 -1.244 0.252
H 1.294 2.616 -1.260
H 0.168 2.426 0.101
H 1.802 3.101 0.354
H 0.250 -2.568 0.868
H 0.914 -2.714 -0.805
H 1.994 -3.251 0.643
H -3.527 1.023 1.710
H -3.529 0.862 -0.068
H -4.172 -0.335 0.802
H -1.349 -0.070 1.378
H -1.466 -0.186 -2.286
H -3.134 -0.133 -1.811
```

Values from the calculation:
LUMO level (spin up / spin down) (eV): -5.0 / -4.5
Total charge: +1
E_HOMO (spin up / spin down) (eV): -11.50 / -12.84



<x>
Entry from the Open Molecules 2025 dataset: a gas-phase ion, C8H14N3 (charge +1) (ωB97M-V with the def2-TZVPD basis set).

XYZ file:
```
25
C8H14N3 | the Open Molecules 2025 dataset | ωB97M-V with the def2-TZVPD basis set
C -1.953 -2.042 0.633
C -1.228 -1.160 -0.063
C -1.059 -1.299 -1.490
C -0.687 0.127 0.597
N -1.089 1.278 -0.137
C -0.918 2.403 0.775
C 0.893 0.000 0.228
N 1.506 0.869 -0.531
C 2.820 0.520 -0.511
C 2.959 -0.528 0.300
N 1.773 -0.829 0.799
H -2.266 -1.936 1.678
H -2.413 -2.747 0.004
H -1.749 -1.956 -1.955
H -0.118 -1.499 -1.800
H -1.184 -0.337 -2.049
H -0.789 -0.044 1.726
H -1.948 1.150 -0.633
H 0.024 2.138 1.367
H -0.536 3.247 0.116
H -1.813 2.869 1.173
H 0.889 1.370 -1.169
H 3.625 1.086 -1.005
H 3.849 -1.001 0.731
H 1.412 -1.682 1.218
```

Values from the calculation:
LUMO level (eV): -2.8
SMILES: C=C(C)[C@H](NC)c1[nH]cc[nH+]1
Total charge: +1
E_HOMO (eV): -13.16



List of relative energies, unit eV: <w> 2.834; <x> 0.000



<w>
Entry from the Open Molecules 2025 dataset: a single C3H8N2S molecule (ωB97M-V with the def2-TZVPD basis set).

XYZ file:
```
14
C3H8N2S | the Open Molecules 2025 dataset | ωB97M-V with the def2-TZVPD basis set
C -1.162 2.028 1.494
C -0.107 1.479 0.549
N -0.060 0.191 0.406
N 0.418 -0.552 1.469
C 0.225 -0.123 -0.974
S 0.435 -1.659 -1.645
H -1.177 3.118 1.621
H -1.994 2.043 0.956
H -1.312 1.424 2.413
H 0.900 2.068 0.828
H -0.202 1.919 -0.404
H -0.548 -1.319 1.772
H 1.044 -1.344 1.059
H 0.096 0.849 -1.468
```

Values from the calculation:
LUMO level (eV): 0.0
SMILES: CCN(N)C=S
E_HOMO (eV): -8.78



<x>
Entry from the Open Molecules 2025 dataset: a single C3H8N2S molecule (ωB97M-V with the def2-TZVPD basis set).

XYZ file:
```
14
C3H8N2S | the Open Molecules 2025 dataset | ωB97M-V with the def2-TZVPD basis set
C -2.393 -0.191 -0.061
C -0.859 -0.303 -0.137
N -0.263 1.013 -0.173
C 1.021 1.005 -0.058
N 1.812 -0.096 -0.014
S 3.438 -0.111 -0.200
H -2.817 0.412 -0.905
H -2.697 0.397 0.857
H -2.792 -1.222 -0.033
H -0.544 -0.987 0.733
H -0.678 -0.926 -1.032
H 1.651 1.914 -0.046
H 1.318 -0.943 -0.086
H 3.802 0.039 1.157
```

Values from the calculation:
LUMO level (eV): 0.7
SMILES: CC/N=C\NS
E_HOMO (eV): -9.23



List of relative energies, unit eV: <w> 2.750; <x> 0.000



<w>
Entry from the Open Molecules 2025 dataset: 9 unconnected molecules or ions with the total composition H16NO11 (ωB97M-V with the def2-TZVPD basis set).

XYZ file:
```
28
H16NO11 | the Open Molecules 2025 dataset | ωB97M-V with the def2-TZVPD basis set
N -21.805 19.621 -10.431
O -22.696 18.814 -10.087
O -21.109 19.178 -11.369
O -21.091 20.117 -9.508
O -23.126 16.587 -8.471
H -22.299 16.159 -8.287
H -22.892 17.379 -8.968
O -18.883 19.085 -13.553
H -18.734 18.663 -14.400
H -19.830 18.972 -13.363
O -18.436 19.777 -10.738
H -19.393 19.760 -10.991
H -18.309 20.694 -10.358
O -22.867 16.649 -11.904
H -22.513 17.385 -11.417
H -23.683 16.359 -11.554
O -22.120 20.574 -6.724
H -22.618 19.762 -6.696
H -22.035 20.735 -7.630
O -19.255 21.785 -7.529
H -18.294 21.843 -7.593
H -19.564 21.126 -8.139
O -20.389 18.254 -7.327
H -20.252 17.359 -7.660
H -20.841 18.773 -7.968
O -20.286 16.843 -9.889
H -19.813 16.848 -10.695
H -20.430 17.767 -9.863
```

Values from the calculation:
LUMO level (eV): 2.3
Total charge: -1
E_HOMO (eV): -6.96



<x>
Entry from the Open Molecules 2025 dataset: 9 unconnected molecules or ions with the total composition H16NO11 (ωB97M-V with the def2-TZVPD basis set).

XYZ file:
```
28
H16NO11 | the Open Molecules 2025 dataset | ωB97M-V with the def2-TZVPD basis set
N 0.040 0.154 -0.635
O -1.208 0.067 -0.505
O 0.578 -0.076 -1.713
O 0.729 0.403 0.401
O -1.075 -1.676 -3.732
H -0.605 -1.033 -3.181
H -1.894 -1.858 -3.241
O 3.253 2.643 0.406
H 2.639 1.897 0.336
H 2.703 3.421 0.268
O 0.515 2.702 2.706
H 0.508 2.280 1.834
H 1.129 3.436 2.613
O 1.143 -3.030 -0.843
H 1.173 -2.240 -0.291
H 1.253 -2.698 -1.741
O -3.046 -1.803 -1.593
H -3.895 -1.406 -1.811
H -2.579 -1.116 -1.079
O -1.491 -2.238 1.744
H -1.404 -2.670 0.885
H -1.375 -1.298 1.550
O 2.749 -1.092 1.710
H 2.025 -0.512 1.410
H 3.368 -0.503 2.151
O -1.726 3.134 0.701
H -1.729 2.392 0.081
H -1.778 2.721 1.570
```

Values from the calculation:
LUMO level (eV): 2.9
Total charge: -1
E_HOMO (eV): -7.08



List of relative energies, unit eV: <w> 2.370; <x> 0.000



<w>
Entry from the Open Molecules 2025 dataset: 9 unconnected molecules or ions with the total composition H16NO11 (ωB97M-V with the def2-TZVPD basis set).

XYZ file:
```
28
H16NO11 | the Open Molecules 2025 dataset | ωB97M-V with the def2-TZVPD basis set
N -18.333 -5.940 38.352
O -18.272 -4.702 38.338
O -19.428 -6.461 38.202
O -17.349 -6.513 37.794
O -19.162 -3.032 40.257
H -18.822 -3.281 39.351
H -19.435 -2.068 40.079
O -18.927 -8.792 36.219
H -19.489 -8.745 35.530
H -18.961 -8.015 36.902
O -16.200 -8.905 38.752
H -15.551 -8.899 38.095
H -16.747 -8.361 38.565
O -16.272 -3.159 37.136
H -16.373 -3.487 38.017
H -16.221 -3.872 36.405
O -21.647 -6.856 36.108
H -20.964 -6.717 36.832
H -21.236 -6.495 35.478
O -17.140 -6.173 41.379
H -17.633 -6.634 40.705
H -17.683 -6.150 42.159
O -20.546 -3.091 36.810
H -19.888 -3.327 37.644
H -21.297 -3.565 36.955
O -22.000 -7.215 38.965
H -21.049 -7.000 38.835
H -22.627 -7.391 38.246
```

Values from the calculation:
LUMO level (eV): 2.9
Total charge: -1
E_HOMO (eV): -6.72



<x>
Entry from the Open Molecules 2025 dataset: 9 unconnected molecules or ions with the total composition H16NO11 (ωB97M-V with the def2-TZVPD basis set).

XYZ file:
```
28
H16NO11 | the Open Molecules 2025 dataset | ωB97M-V with the def2-TZVPD basis set
N 0.169 -0.341 -1.436
O 1.413 -0.143 -1.201
O -0.234 -1.500 -1.701
O -0.701 0.354 -0.852
O 1.861 -3.351 -0.725
H 2.731 -3.087 -0.455
H 1.498 -2.505 -1.064
O -2.293 -2.451 0.126
H -1.869 -2.229 -0.705
H -1.586 -2.895 0.572
O -1.753 0.524 1.649
H -2.069 1.429 1.701
H -1.369 0.429 0.794
O 1.254 -0.447 1.804
H 1.461 -0.072 0.961
H 1.005 0.367 2.198
O 3.866 -1.567 -0.234
H 3.086 -1.096 -0.483
H 4.067 -1.215 0.620
O -1.303 3.214 0.497
H -1.588 4.080 0.678
H -2.052 2.832 0.007
O 1.438 2.425 0.315
H 0.485 2.472 0.318
H 1.566 1.774 -0.414
O -3.249 1.008 -1.253
H -3.507 1.254 -0.378
H -2.325 0.736 -1.336
```

Values from the calculation:
LUMO level (eV): 2.6
Total charge: -1
E_HOMO (eV): -7.01



List of relative energies, unit eV: <w> 3.582; <x> 0.000